(1)
15
Properties=species:S:1:pos:R:3 method="wB97M-V/def2-TZVPD" lumo_energy_ev="0.5407 / 0.5407" de_lowest_kcal_mol=126.2 largest_force_ev_per_a=4.6 charge=0 spin_multiplicity=1 orbital_gap_ev="7.81 / 7.81" e_tot_ha=-341.80259 mol_weight_da=100.1
C 1.434 -1.602 -0.849
C 0.207 -1.089 -0.214
O 0.004 -1.428 1.027
C -0.850 1.489 -0.083
N -0.648 1.458 1.385
C -0.614 -0.120 -0.800
N -1.214 -0.755 -1.658
H 1.278 -2.555 -1.301
H 2.231 -1.721 -0.144
H 1.804 -0.980 -1.639
H -0.589 -0.436 1.569
H -1.906 1.660 -0.289
H -0.253 2.282 -0.554
H -1.193 2.140 1.905
H 0.309 1.656 1.645

(2)
33
Properties=species:S:1:pos:R:3 method="wB97M-V/def2-TZVPD" lumo_energy_ev="-9.8985 / -12.0579" s2=0.775 largest_force_ev_per_a=5.5 charge=+2 spin_multiplicity=2 orbital_gap_ev="6.61 / 4.38" e_tot_ha=-2995.84986 mol_weight_da=360.9
C -1.582 2.420 -1.546
C -2.213 2.129 -0.085
C -1.135 2.290 1.118
C 0.210 1.498 0.891
C 1.404 2.035 0.260
F 1.412 3.367 -0.204
C 2.691 1.076 0.107
O 3.873 1.584 0.120
C 2.370 -0.470 -0.107
N 3.236 -1.373 -0.919
C 4.015 -1.956 -0.023
S 4.502 -3.052 1.129
C 1.196 -1.004 0.511
C 0.662 -2.505 0.392
O 0.046 -2.682 -0.895
C -1.249 -2.097 -0.942
C -2.581 -3.015 -0.980
O -1.454 -0.850 -1.000
C 0.318 -0.006 1.410
O -0.259 -0.428 2.423
H -0.787 3.240 -1.398
H -1.133 1.478 -2.009
H -2.403 2.854 -2.215
H -3.012 2.943 0.083
H -2.777 1.133 -0.029
H -1.623 1.850 2.063
H -0.950 3.419 1.252
H 1.597 -3.182 0.404
H 0.028 -2.851 1.279
H -2.654 -3.723 -0.093
H -3.500 -2.323 -0.950
H -2.597 -3.519 -2.000
Cu 4.344 1.719 1.953